Arrangement 1

Entry from the OMol25 dataset: a 2-piece molecular cluster, C3H5N2OS overall (ωB97M-V with the def2-TZVPD basis set).

As for the charge: +1. Its LUMO energy (alpha / beta) is -0.1581 / -0.2086 Eh.

```
12
C3H5N2OS | the OMol25 dataset | ωB97M-V with the def2-TZVPD basis set
C 1.11387 0.21399 0.77490
C -0.85407 -0.84324 -0.06032
C -1.15592 0.39249 -0.74925
N 0.74098 1.33241 0.18150
N 0.24455 -0.79633 0.80596
O -0.58213 1.57672 -0.29399
S -2.50309 -0.46808 0.23575
H 2.11235 -0.03356 1.16784
H 0.51481 -2.60299 -1.58252
H -1.48368 0.59632 -1.81612
H 1.25183 2.23419 0.05762
H 0.60050 -1.60191 1.27865
```

=====

Arrangement 2

Entry from the OMol25 dataset: an isolated ion of composition C3H5N2OS and charge +1 (ωB97M-V with the def2-TZVPD basis set).

As for the charge: +1. Its LUMO energy (alpha / beta) is -0.1859 / -0.2101 Eh.

```
12
C3H5N2OS | the OMol25 dataset | ωB97M-V with the def2-TZVPD basis set
C -1.12329 0.70834 1.64180
C -0.12338 -0.50419 -0.25286
C 1.79685 1.07578 -0.24732
N -1.09301 -0.21805 0.73089
N -0.62809 -1.38590 -1.26358
O 0.96977 0.14026 -0.46601
S -1.43885 1.93015 2.50768
H 2.80374 0.88241 -0.66504
H 1.77933 2.00594 0.33650
H -1.88216 -0.93563 0.66045
H -0.04420 -1.38361 -1.98988
H -1.01672 -2.31551 -0.99262
```

=====

Stability, highest: arrangement 2